{
  "formula": "C5H25NO6S",
  "method": "ωB97M-V with the def2-TZVPD basis set",
  "s_squared": 0.754,
  "mol_weight_da": 227.32,
  "spin_multiplicity": 2,
  "charge": 1,
  "total_energy_ev": -30189.39332,
  "species": ["C", "N", "C", "C", "S", "C", "C", "H", "H", "H", "H", "H", "H", "H", "H", "H", "H", "H", "H", "H", "H", "H", "O", "H", "H", "O", "H", "H", "O", "H", "H", "O", "H", "H", "O", "H", "H", "O"],
  "coordinates": [[-1.606, 0.241, 0.100], [-0.260, 0.287, -0.459], [-0.152, 1.096, -1.732], [1.179, 2.048, -1.627], [2.577, 0.982, -2.026], [-1.671, -1.089, 0.811], [-1.271, -1.107, 2.376], [-1.847, 1.108, 0.808], [-2.278, 0.112, -0.769], [0.369, 0.589, 0.288], [-0.932, 1.895, -1.871], [-0.359, 0.324, -2.619], [1.107, 2.987, -2.389], [1.225, 2.827, -0.806], [3.418, 1.023, -0.923], [-1.071, -1.867, 0.314], [-2.663, -1.557, 0.746], [-0.138, -1.254, 2.246], [-1.586, -0.218, 2.867], [-1.822, -1.914, 2.800], [-3.718, 1.558, -1.346], [-3.916, 0.154, -1.708], [-4.458, 0.903, -1.443], [2.504, 1.355, 1.784], [2.129, 0.190, 0.956], [2.303, 1.128, 0.858], [1.630, -2.605, -2.071], [1.582, -2.327, -3.604], [1.499, -3.077, -2.974], [-0.320, 2.469, 3.138], [0.243, 1.935, 1.790], [0.265, 2.599, 2.456], [1.564, -1.641, 1.170], [2.266, -1.692, 2.620], [1.709, -1.240, 2.053], [0.580, -1.320, -0.655], [0.690, -2.807, -0.692], [1.228, -2.095, -0.467]]
}